No. 1
Formula: C25H43N3O7S
Source: OMol25
Level of theory: ωB97M-V/def2-TZVPD

XYZ file:
```
79
C25H43N3O7S (ωB97M-V/def2-TZVPD)
C -3.141 2.467 1.947
C -1.917 3.074 1.805
C -0.885 2.595 0.824
C -1.604 2.058 -0.399
N -2.281 2.943 -1.085
C -2.943 2.503 -2.188
C -3.654 3.426 -2.977
C -4.315 3.017 -4.096
C -4.309 1.650 -4.473
N -5.006 1.225 -5.633
C -6.202 0.387 -5.344
C -6.965 0.732 -4.070
C -3.614 0.743 -3.719
O -3.599 -0.575 -4.107
C -2.916 1.143 -2.553
N -2.245 0.209 -1.826
C -1.605 0.681 -0.793
S -0.728 -0.517 0.214
H -3.903 2.437 1.175
H -3.389 2.000 2.899
H -1.702 3.959 2.404
H -0.204 1.871 1.260
H -0.327 3.462 0.454
H -3.647 4.466 -2.680
H -4.852 3.758 -4.674
H -5.333 2.067 -6.092
H -5.840 -0.635 -5.235
H -6.850 0.438 -6.216
H -7.098 1.803 -3.914
H -7.954 0.274 -4.138
H -6.504 0.302 -3.182
H -3.147 -0.614 -4.959
H 0.439 -0.689 -0.422
C 5.738 4.990 -0.091
O 5.425 3.618 -0.151
C 4.999 3.097 1.096
C 4.078 1.914 0.901
O 2.764 2.262 0.494
C 2.580 2.674 -0.852
C 2.682 1.548 -1.852
O 4.028 1.202 -2.124
C 4.167 -0.131 -2.557
H 6.601 5.173 0.560
H 5.981 5.318 -1.100
H 4.883 5.574 0.269
H 4.477 3.869 1.675
H 5.886 2.769 1.655
H 3.954 1.436 1.876
H 4.522 1.177 0.230
H 3.237 3.508 -1.106
H 1.551 3.038 -0.900
H 2.218 1.862 -2.797
H 2.140 0.681 -1.453
H 3.769 -0.830 -1.811
H 5.229 -0.328 -2.684
H 3.658 -0.294 -3.514
C 1.966 -5.066 6.687
O 1.954 -5.128 5.280
C 1.457 -6.362 4.790
C 0.837 -6.192 3.421
O -0.442 -5.581 3.433
C -0.505 -4.183 3.671
C -0.014 -3.331 2.522
O 1.407 -3.301 2.506
C 1.945 -3.031 1.236
H 2.664 -5.798 7.111
H 2.289 -4.066 6.970
H 0.965 -5.239 7.098
H 0.707 -6.771 5.477
H 2.297 -7.066 4.715
H 0.667 -7.193 3.017
H 1.520 -5.677 2.742
H 0.001 -3.914 4.601
H -1.568 -3.970 3.802
H -0.381 -2.306 2.654
H -0.405 -3.731 1.579
H 1.606 -3.766 0.497
H 3.029 -3.094 1.318
H 1.676 -2.023 0.898
```

structure (SMILES)	C=CCc1nc2ccc(NCC)c(O)c2nc1S.COCCOCCOC.COCCOCCOC
lowest unoccupied orbital energy	-0.010	hartree
total charge	0
max |F|	2.79	eV/A
highest occupied orbital energy	-7.9	eV
E	-2067.2937	a.u.

=====

No. 2
Formula: C39H59IrN7O5SbSi3
Source: OMol25
Level of theory: ωB97M-V/def2-TZVPD

XYZ file:
```
115
C39H59IrN7O5SbSi3 (ωB97M-V/def2-TZVPD)
Ir -0.353 0.396 -0.273
O 0.372 -0.167 1.624
C 1.281 0.142 2.531
C 2.628 -0.166 2.592
C 3.323 0.155 3.780
C 4.678 -0.195 3.937
C 5.463 -0.711 2.964
C 4.933 -0.855 1.568
C 3.386 -0.990 1.561
O 2.514 0.495 -0.224
N 5.284 0.022 5.283
O 4.541 0.374 6.178
O 6.464 -0.218 5.418
H 0.899 0.651 3.423
H 2.817 0.641 4.605
H 6.498 -0.950 3.174
H 5.303 -1.802 1.162
C 0.836 2.750 -4.446
Sb 1.673 1.418 -2.983
C -0.177 0.295 -2.339
C -1.409 1.130 -2.564
C -2.660 0.561 -2.872
C -3.767 1.360 -3.071
C -3.635 2.736 -2.951
C -2.380 3.231 -2.639
N -1.302 2.469 -2.451
Si -0.023 -1.340 -3.254
C 1.609 -2.162 -2.861
C -0.135 -0.977 -5.077
C -1.341 -2.611 -2.788
C 2.200 2.997 -1.418
C 0.984 3.563 -0.815
C 0.240 4.723 -1.052
C -0.750 5.066 -0.162
C -1.005 4.286 0.981
C -0.256 3.164 1.191
N 0.678 2.793 0.280
Si 2.422 2.054 0.205
C 2.798 -0.859 0.178
C 5.564 0.221 0.664
C 3.088 2.872 1.716
Si 3.556 4.138 -2.134
C 2.918 5.376 -3.364
C 4.302 5.072 -0.701
C 4.846 3.024 -2.882
H 0.004 2.253 -4.947
H 1.621 2.965 -5.175
H 0.476 3.670 -3.988
H -2.746 -0.515 -2.963
H -4.727 0.921 -3.322
H -4.473 3.403 -3.105
H -2.228 4.303 -2.552
H 2.455 -1.475 -2.935
H 1.778 -2.979 -3.572
H 1.604 -2.589 -1.850
H 0.756 -0.446 -5.429
H -1.009 -0.358 -5.304
H -0.218 -1.903 -5.655
H -1.713 -2.463 -1.769
H -0.920 -3.621 -2.864
H -2.203 -2.574 -3.463
H 0.478 5.345 -1.905
H -1.327 5.969 -0.324
H -1.749 4.588 1.705
H -0.352 2.540 2.073
H 3.477 -1.273 -0.569
H 1.851 -1.386 0.124
H 3.224 -2.036 1.851
H 5.227 0.128 -0.373
H 6.648 0.098 0.668
H 5.362 1.229 1.016
H 2.366 2.750 2.525
H 3.203 3.938 1.501
H 4.038 2.484 2.069
H 2.287 6.133 -2.888
H 2.364 4.928 -4.192
H 3.778 5.903 -3.791
H 3.539 5.590 -0.109
H 4.996 5.835 -1.072
H 4.871 4.410 -0.040
H 4.446 2.390 -3.677
H 5.275 2.371 -2.113
H 5.664 3.614 -3.312
N 0.126 -5.697 2.291
C -1.135 -4.904 2.043
C -0.744 -3.466 1.720
N 0.186 -3.361 0.611
C 1.372 -4.176 0.816
C 1.060 -5.640 1.104
H -0.096 -6.663 2.525
H 0.605 -5.300 3.100
H -1.763 -4.975 2.929
H -1.641 -5.377 1.204
H -0.273 -3.009 2.599
H -1.645 -2.889 1.522
H -0.242 -3.529 -0.293
H 1.925 -3.762 1.668
H 2.027 -4.123 -0.053
H 1.952 -6.216 1.343
H 0.543 -6.108 0.269
N -7.647 -0.535 0.049
C -6.861 0.540 -0.189
O -7.273 1.609 -0.586
C -5.375 0.361 0.030
C -4.700 -0.843 -0.112
C -3.323 -0.852 0.007
N -2.603 0.238 0.271
C -3.264 1.392 0.431
C -4.634 1.496 0.309
H -8.642 -0.413 -0.053
H -7.318 -1.356 0.523
H -5.216 -1.762 -0.361
H -2.767 -1.770 -0.136
H -2.663 2.269 0.631
H -5.136 2.450 0.401
```

expectation value of S²	6.071
lowest unoccupied orbital energy (spin up / spin down)	-0.178 / -0.210	hartree
total charge	+2
max |F|	1.16	eV/A
highest occupied orbital energy (spin up / spin down)	-10.6 / -12.2	eV
E	-3493.4621	a.u.
spin multiplicity	5

=====

No. 3
Formula: C52H41GeINOPZn
Source: OMol25
Level of theory: ωB97M-V/def2-TZVPD

XYZ file:
```
99
C52H41GeINOPZn (ωB97M-V/def2-TZVPD)
Zn 0.468 0.853 -0.791
I -1.678 1.984 -3.799
C -3.574 2.584 -3.021
C -4.060 3.758 -3.569
C -5.345 4.184 -3.278
C -6.143 3.423 -2.456
C -5.659 2.240 -1.869
C -6.513 1.486 -1.045
C -6.095 0.296 -0.491
C -4.798 -0.123 -0.694
C -3.885 0.617 -1.459
P -2.167 0.009 -1.300
C -2.265 -0.208 0.525
C -2.355 0.993 1.229
C -2.416 1.003 2.606
C -2.391 -0.196 3.302
C -2.334 -1.394 2.608
C -2.274 -1.404 1.225
C -2.366 -1.683 -1.986
C -1.297 -2.561 -1.840
C -1.322 -3.826 -2.393
C -2.426 -4.230 -3.126
C -3.486 -3.355 -3.307
C -3.451 -2.082 -2.765
C -4.314 1.797 -2.118
H -3.435 4.331 -4.237
H -5.716 5.095 -3.722
H -7.167 3.711 -2.266
H -7.508 1.858 -0.854
H -6.766 -0.297 0.115
H -4.470 -1.050 -0.244
H -2.387 1.925 0.682
H -2.481 1.943 3.133
H -2.432 -0.193 4.384
H -2.334 -2.330 3.146
H -2.249 -2.343 0.688
H -0.428 -2.242 -1.284
H -0.468 -4.478 -2.265
H -2.458 -5.219 -3.561
H -4.348 -3.673 -3.877
H -4.279 -1.407 -2.932
C 2.776 -4.793 -3.138
C 2.843 -3.455 -3.485
C 2.508 -2.488 -2.560
C 2.120 -2.814 -1.266
C 2.085 -4.161 -0.929
C 2.395 -5.142 -1.855
Ge 1.664 -1.266 -0.052
C 1.273 -2.234 1.662
C 1.885 -1.854 2.849
C 1.587 -2.477 4.047
C 0.645 -3.491 4.087
C 0.007 -3.870 2.920
C 0.318 -3.245 1.725
C 3.525 -0.627 0.324
C 4.662 -1.292 -0.111
C 5.929 -0.817 0.179
C 6.081 0.340 0.923
C 4.959 1.018 1.369
C 3.698 0.541 1.060
H 3.015 -5.555 -3.866
H 3.163 -3.170 -4.478
H 2.552 -1.443 -2.847
H 1.814 -4.453 0.077
H 2.351 -6.185 -1.568
H 2.618 -1.058 2.822
H 2.103 -2.188 4.954
H 0.426 -3.996 5.019
H -0.738 -4.657 2.941
H -0.185 -3.560 0.819
H 4.549 -2.198 -0.693
H 6.799 -1.360 -0.167
H 7.071 0.711 1.154
H 5.070 1.916 1.964
H 2.826 1.093 1.384
C 3.941 2.679 -2.126
O 2.761 2.134 -1.554
C 1.802 1.562 -2.275
C 1.987 1.466 -3.753
H 3.693 3.450 -2.861
H 4.556 1.907 -2.595
H 4.505 3.121 -1.305
H 3.009 1.203 -4.042
H 1.755 2.436 -4.205
H 1.288 0.742 -4.160
N 2.091 5.999 7.411
C 1.872 5.453 6.421
C 1.573 4.791 5.221
C 1.808 3.415 5.091
C 1.472 2.769 3.926
C 0.900 3.473 2.856
C 0.703 4.855 2.980
C 1.031 5.507 4.145
C 0.568 2.776 1.675
C 0.285 2.143 0.678
H 2.265 2.874 5.909
H 1.641 1.707 3.820
H 0.286 5.403 2.146
H 0.886 6.574 4.240
```

expectation value of S²	0.773
lowest unoccupied orbital energy (spin up / spin down)	0.055 / 0.055	hartree
total charge	-1
max |F|	2.17	eV/A
highest occupied orbital energy (spin up / spin down)	-1.5 / -4.4	eV
E	-6631.3151	a.u.
spin multiplicity	2

=====

No. 4
Formula: C4H13N3
Source: OMol25
Level of theory: ωB97M-V/def2-TZVPD

XYZ file:
```
20
C4H13N3 (ωB97M-V/def2-TZVPD)
N 0.130 2.594 1.539
C 0.229 1.692 0.503
C 0.192 0.332 0.799
N 0.147 0.030 2.220
C 0.095 -0.747 -0.199
C -0.148 -0.444 -1.694
N -0.105 -1.911 -2.394
H -0.737 2.731 2.144
H 0.553 3.433 1.180
H 0.171 2.013 -0.520
H -0.185 0.930 2.596
H -0.648 -0.650 2.352
H 0.956 -0.278 2.893
H 1.041 -1.476 -0.032
H -0.786 -1.337 0.106
H 0.702 0.081 -2.131
H -1.091 0.095 -1.995
H -1.093 -2.265 -2.518
H 0.136 -2.600 -1.632
H 0.442 -2.220 -3.217
```

structure (SMILES)	N/C=C(\[NH3+])CC[NH3+]
lowest unoccupied orbital energy	-0.248	hartree
total charge	+2
max |F|	4.54	eV/A
highest occupied orbital energy	-16.7	eV
E	-323.7896	a.u.